Below is a cluster of 8 separate species, C2H20N2O7 in total in a non-equilibrium geometry, with properties calculated with wB97M-V/def2-TZVPD.

Positions of all 31 atoms, in Å:
C (0.901, 1.906, 0.125)
C (1.361, 1.154, 1.132)
N (0.619, 0.911, 2.301)
N (1.505, 1.947, -1.165)
H (-0.022, 2.464, 0.200)
H (2.309, 0.647, 1.022)
H (1.184, 0.836, 3.136)
H (-0.196, 1.493, 2.427)
H (2.490, 1.741, -1.110)
H (1.413, 2.835, -1.637)
H (-0.143, -2.100, 0.805)
H (-0.345, -1.020, 1.950)
O (-0.505, -1.955, 1.715)
H (0.447, -1.799, -1.497)
H (0.357, -3.324, -1.244)
O (-0.070, -2.488, -1.008)
H (4.017, -0.883, -0.437)
H (2.936, -0.411, -1.479)
O (3.722, -0.117, -0.958)
H (1.110, 0.265, -2.016)
H (1.333, -0.622, -3.294)
O (1.340, -0.657, -2.305)
H (-4.130, 1.918, 2.143)
H (-3.250, 1.354, 0.970)
O (-3.242, 1.960, 1.758)
H (-2.213, -2.120, 0.846)
H (-1.930, -2.410, -0.594)
O (-2.693, -2.172, -0.013)
H (-3.015, -0.506, -0.331)
H (-2.205, 0.686, -0.909)
O (-3.084, 0.468, -0.534)

Forces on atoms 1 to 6 (eV/Å):
0.4 -0.1 0.0
-0.5 0.7 -0.6
0.1 -0.5 0.3
0.0 0.2 0.2
-0.2 -0.1 0.1
0.0 -0.2 0.1

Its total charge is -1. Its calculated total energy is -724.39481 a.u. As for the HOMO-LUMO gap (alpha / beta): 2.88 / 8.14 eV. For the largest force on an atom, the calculation gives 1.0 eV Å⁻¹. As for the spin multiplicity: 2. Its expectation value of S² is 0.75. The value obtained for the LUMO energy (alpha / beta) is 0.117 / 0.114 Eh.

Atom charges from the Löwdin analysis, given in e for atoms 1 to 4: -0.2251, -0.2322, 0.0106, -0.0227